Computed, not measured: 4 unconnected molecules or ions with the total composition C30H48F8O12Si, with wB97M-V/def2-TZVPD.

```
99
Properties=species:S:1:pos:R:3:lowdin_charge:R:1
C -2.311 3.404 -6.381 -0.1209
C -1.962 2.027 -6.961 -0.2697
C -0.460 1.724 -6.963 -0.2262
C 0.172 1.745 -5.551 -0.2137
C 0.529 0.339 -5.053 -0.2221
C 0.847 0.262 -3.552 -0.2037
C 0.504 -1.104 -2.926 -0.1952
C 1.571 -1.602 -1.931 -0.1963
C 1.537 -0.840 -0.593 -0.1806
C 0.712 -1.510 0.503 -0.3092
O -0.658 -1.701 0.033 -0.0612
C -1.545 -0.752 0.442 -0.4764
O -1.767 0.227 -0.209 0.1526
C -2.271 -1.082 1.733 -0.0410
C -1.715 -0.351 2.958 -0.1794
O -1.485 0.997 2.601 -0.1007
C -1.109 1.851 3.638 -0.1029
C 0.390 2.105 3.676 -0.3911
F 0.663 2.873 4.759 0.1225
F 1.052 0.932 3.839 0.1254
C 0.959 2.776 2.372 -0.3542
F -0.073 3.174 1.606 0.1498
F 1.680 1.883 1.687 0.1618
C 1.833 4.031 2.612 -0.3736
F 1.024 4.998 3.103 0.1298
F 2.770 3.760 3.527 0.1527
C 2.519 4.613 1.336 -0.2678
F 3.852 4.380 1.407 0.0819
F 2.044 4.039 0.218 0.1072
Si 1.404 -3.171 1.193 0.5776
C 1.755 -2.985 3.036 -0.1584
C 0.122 -4.505 0.898 -0.1624
C 3.027 -3.641 0.382 -0.1681
H -3.264 3.760 -6.783 0.0647
H -2.404 3.390 -5.293 0.0624
H -1.548 4.146 -6.639 0.0742
H -2.342 1.976 -7.987 0.0991
H -2.478 1.242 -6.395 0.1063
H 0.040 2.436 -7.628 0.1033
H -0.307 0.723 -7.383 0.1020
H -0.513 2.210 -4.836 0.0955
H 1.081 2.356 -5.577 0.1110
H 1.380 -0.029 -5.639 0.1162
H -0.322 -0.320 -5.275 0.1100
H 0.274 1.052 -3.053 0.1062
H 1.909 0.484 -3.390 0.1115
H 0.416 -1.857 -3.717 0.1084
H -0.436 -1.034 -2.377 0.0997
H 2.560 -1.475 -2.387 0.1114
H 1.439 -2.678 -1.780 0.0936
H 2.537 -0.621 -0.201 0.1118
H 1.075 0.138 -0.792 0.1103
H 0.704 -0.808 1.353 0.1050
H -3.306 -0.754 1.592 0.1310
H -2.259 -2.158 1.913 0.1202
H -0.791 -0.829 3.307 0.1092
H -2.457 -0.415 3.765 0.1357
H -1.640 2.800 3.549 0.1239
H -1.360 1.445 4.628 0.1557
H 2.362 5.694 1.280 0.1731
H 1.686 -3.969 3.510 0.0322
H 2.748 -2.558 3.197 0.0321
H 1.009 -2.344 3.517 0.0104
H -0.873 -4.117 1.134 0.0231
H 0.150 -4.825 -0.143 0.0244
H 0.327 -5.358 1.552 0.0425
H 3.733 -2.806 0.408 0.0320
H 3.470 -4.441 0.984 0.0384
H 2.903 -3.980 -0.648 0.0281
C 5.768 1.756 2.777 -0.1126
C 6.935 1.531 1.836 -0.1136
O 7.294 0.177 2.120 0.0591
C 6.215 -0.455 2.641 -0.5724
O 6.143 -1.624 2.835 0.1639
O 5.232 0.436 2.913 0.0557
H 5.012 2.430 2.385 0.1078
H 6.088 2.103 3.761 0.1359
H 6.643 1.607 0.787 0.1333
H 7.781 2.186 2.023 0.1313
C -5.289 5.014 3.036 -0.1114
C -3.984 4.302 2.733 -0.1150
O -4.053 3.170 3.607 0.0354
C -5.356 2.921 3.890 -0.5670
O -5.750 1.951 4.448 0.1701
O -6.134 3.935 3.445 0.0636
H -5.722 5.518 2.176 0.1326
H -5.197 5.720 3.863 0.1327
H -3.929 3.944 1.703 0.1389
H -3.100 4.894 2.958 0.1303
C -4.182 -6.896 -1.868 -0.1182
C -4.233 -6.402 -0.434 -0.1174
O -2.919 -6.710 0.037 0.0558
C -2.085 -6.785 -1.029 -0.5644
O -0.903 -6.850 -0.959 0.1596
O -2.795 -6.761 -2.183 0.0600
H -4.779 -6.304 -2.557 0.1311
H -4.461 -7.948 -1.956 0.1317
H -4.383 -5.323 -0.372 0.1317
H -4.975 -6.907 0.177 0.1306
```

Properties
SMILES string ... CCCCCCCCC[C@@H](OC(=O)CCOCC(F)(F)C(F)(F)C(F)(F)C(F)F)[Si](C)(C)C.O=C1OCCO1.O=C1OCCO1.O=C1OCCO1
Charge ... 0
Highest occupied orbital energy ... -0.341 Eh

***

Computed, not measured: 11 unconnected molecules or ions with the total composition C30H48N11P at a distorted geometry, with wB97M-V/def2-TZVPD.

```
90
Properties=species:S:1:pos:R:3:lowdin_charge:R:1
C -5.146 0.197 -1.821 -0.1471
C -4.165 -1.078 -1.499 -0.2502
C -2.622 -0.657 -1.988 -0.2335
C -2.150 -1.580 -3.261 -0.2827
C -1.301 -0.784 -4.417 -0.4444
P 0.412 -0.140 -3.847 0.7236
C 2.073 0.725 -3.331 -0.3372
C 2.276 1.391 -1.809 -0.0271
C 3.770 2.103 -1.676 -0.0634
C 4.907 2.183 -2.836 -0.1208
N 4.670 1.540 -4.160 -0.0526
C 3.341 0.889 -4.340 -0.1423
H -6.059 -0.218 -2.438 0.0716
H -4.606 1.003 -2.475 0.0733
H -5.539 0.649 -0.810 0.0781
H -4.137 -1.248 -0.317 0.1014
H -4.552 -2.033 -2.059 0.0935
H -2.507 0.498 -2.141 0.1096
H -1.930 -0.958 -1.069 0.0788
H -1.584 -2.564 -2.944 0.1079
H -3.155 -1.952 -3.787 0.1037
H -1.231 -1.422 -5.423 0.0885
H -1.948 0.179 -4.697 0.0817
H 0.111 -0.308 -2.442 0.0110
H 1.113 -1.163 -4.613 0.0185
H 0.088 1.116 -4.538 0.0250
H 1.462 1.369 -0.970 0.0586
H 4.017 2.642 -0.645 0.0739
H 5.931 2.757 -2.620 0.1074
H 3.167 0.405 -5.420 0.0974
C 6.660 3.457 -6.447 -0.0833
C 6.505 4.460 -7.578 -0.2018
N 6.377 5.293 -8.516 0.0762
H 5.676 3.117 -6.113 0.0492
H 7.237 2.594 -6.791 0.0778
H 7.181 3.921 -5.605 0.0749
C 9.910 5.961 -9.705 -0.0838
C 11.156 5.485 -8.977 -0.2160
N 12.191 5.091 -8.373 0.0724
H 9.814 7.046 -9.611 0.0766
H 9.975 5.700 -10.765 0.0752
H 9.023 5.487 -9.276 0.0402
C 0.942 -1.868 1.316 -0.1046
C 0.192 -0.567 1.078 -0.2129
N -0.430 0.512 0.881 0.1048
H 2.006 -1.663 1.464 0.0470
H 0.549 -2.367 2.206 0.0125
H 0.823 -2.530 0.455 0.0707
C -0.251 0.557 5.000 -0.1019
C 0.239 -0.786 4.484 -0.1460
N 0.645 -1.900 4.056 0.0739
H -1.341 0.550 5.082 0.0205
H 0.180 0.758 5.985 0.0779
H 0.049 1.353 4.312 0.0232
C 3.352 1.225 2.771 -0.0924
C 2.328 2.195 3.336 -0.1902
N 1.478 3.001 3.805 0.0992
H 3.825 1.656 1.885 0.0607
H 4.121 1.016 3.520 0.0725
H 2.862 0.287 2.493 0.0344
C -4.664 0.305 6.307 -0.0910
C -3.354 1.067 6.428 -0.1630
N -2.268 1.700 6.527 0.0895
H -4.619 -0.380 5.456 0.0690
H -4.845 -0.271 7.219 0.0124
H -5.490 1.006 6.158 0.0637
C -5.186 -4.531 0.583 -0.0790
C -4.917 -3.585 1.741 -0.2150
N -4.693 -2.800 2.702 0.1014
H -4.350 -4.505 -0.122 0.0731
H -5.306 -5.552 0.955 0.0753
H -6.100 -4.233 0.062 0.0725
C 4.740 -3.888 1.287 -0.0717
C 4.963 -2.423 1.627 -0.1849
N 5.149 -1.208 1.908 0.1099
H 4.769 -4.490 2.199 0.0797
H 3.766 -4.015 0.807 0.0699
H 5.521 -4.236 0.605 0.0782
C -8.168 -1.574 2.307 -0.0876
C -7.899 -0.627 3.466 -0.1950
N -7.676 0.158 4.427 0.0936
H -7.333 -1.548 1.602 0.0553
H -8.288 -2.595 2.680 0.0741
H -9.082 -1.275 1.786 0.0733
C -5.499 -2.139 10.410 -0.0729
C -5.333 -2.258 8.904 -0.1764
N -5.195 -2.357 7.654 0.1049
H -4.553 -1.835 10.866 0.0777
H -6.263 -1.392 10.643 0.0773
H -5.804 -3.102 10.828 0.0765
```

Properties
SMILES string ... CCCCC[PH3]c1cccnc1.CC#N.CC#N.CC#N.CC#N.CC#N.CC#N.CC#N.CC#N.CC#N.CC#N
Charge ... 0
Highest occupied orbital energy ... -0.317 Eh

***

Computed, not measured: a molecular structure, C30H48P2PmSe at a distorted geometry, with wB97M-V/def2-TZVPD.

```
82
Properties=species:S:1:pos:R:3:lowdin_charge:R:1
Pm 1.829 0.768 -0.474 1.5576
C 3.030 -1.435 0.438 -0.2899
C 2.090 -1.809 -0.554 -0.3075
C 3.689 -0.420 -1.547 -0.3749
C 4.001 -0.557 -0.166 -0.3342
C 2.480 -1.196 -1.790 -0.3882
C 2.977 -1.957 1.845 -0.0305
H 2.265 -2.803 1.958 0.0843
H 2.625 -1.158 2.529 0.0441
H 3.970 -2.318 2.207 0.1019
C 5.275 -0.080 0.467 -0.0408
H 5.717 -0.890 1.079 0.0984
H 5.117 0.813 1.100 0.0486
H 6.044 0.239 -0.248 0.0846
C 4.497 0.290 -2.566 -0.0175
H 5.531 0.276 -2.232 0.0812
H 4.255 1.351 -2.786 0.0979
H 4.443 -0.273 -3.499 0.0945
C 1.926 -1.617 -3.094 -0.0301
H 2.674 -2.230 -3.615 0.1062
H 1.660 -0.773 -3.743 0.0885
H 1.030 -2.242 -2.951 0.0840
C 0.967 -2.795 -0.433 -0.0227
H 1.016 -3.547 -1.236 0.1042
H -0.009 -2.314 -0.545 0.0551
H 0.953 -3.357 0.504 0.0771
C -1.658 -0.528 2.948 -0.1022
C -1.280 -1.798 3.157 -0.0938
C -1.567 -2.927 2.200 -0.1822
C -3.008 -2.921 1.677 -0.1819
C -3.143 -2.658 0.198 -0.0822
C -2.681 -1.517 -0.347 -0.1779
C -1.791 -0.528 0.356 -0.2395
C -2.346 -0.020 1.714 -0.1917
H -1.344 -3.901 2.687 0.1222
H -3.577 -2.160 2.220 0.1088
H -0.877 -2.847 1.339 0.0737
H -3.430 -0.177 1.817 0.1083
H -1.241 0.311 3.520 0.1073
H -0.581 -2.070 3.952 0.1057
H -2.282 1.076 1.766 0.0862
H -0.760 -0.912 0.433 0.0674
H -2.949 -1.266 -1.378 0.0827
H -1.643 0.337 -0.316 0.0258
H -3.522 -3.862 1.910 0.1136
H -3.618 -3.475 -0.408 0.1253
P -3.589 1.538 -1.195 0.8548
P -2.517 1.955 -4.055 0.7787
C -4.757 2.414 -2.386 -0.4387
C -4.002 3.003 -3.577 -0.4689
H -5.268 3.209 -1.820 0.0803
H -5.535 1.706 -2.731 0.0731
H -4.665 3.096 -4.456 0.0758
H -3.618 4.008 -3.340 0.0745
C -2.411 2.838 -5.682 -0.3404
H -1.743 2.284 -6.356 0.0302
H -1.993 3.842 -5.532 0.0343
H -3.395 2.948 -6.169 0.0417
C -3.538 0.537 -4.678 -0.3140
H -4.452 0.879 -5.180 0.0495
H -3.817 -0.142 -3.865 0.0166
H -2.930 -0.020 -5.397 0.0328
C -3.438 2.922 0.021 -0.2813
H -2.485 2.857 0.563 0.0158
H -4.271 2.872 0.734 0.0457
H -3.469 3.874 -0.522 0.0387
C -4.962 0.561 -0.389 -0.2581
H -5.885 0.626 -0.981 0.0414
H -5.145 0.937 0.624 0.0373
H -4.684 -0.498 -0.329 0.0054
Se 2.639 1.575 2.171 0.5798
C 3.892 1.300 3.591 -0.6141
C 3.786 2.176 4.702 -0.1417
C 4.509 1.952 5.879 -0.0714
C 5.435 0.886 5.947 -0.0757
C 5.667 0.118 4.806 -0.0845
C 4.905 0.308 3.659 -0.1317
H 3.097 3.020 4.623 0.0910
H 4.371 2.603 6.740 0.1062
H 5.975 0.691 6.877 0.1076
H 6.443 -0.662 4.806 0.1140
H 5.093 -0.338 2.806 0.0473
```

Properties
Charge ... +1
Highest occupied orbital energy (spin up / spin down) ... -0.379 / -0.380 Eh
⟨S²⟩ ... 6.015
Spin multiplicity ... 5

***

Computed, not measured: a molecular structure, C30H48P2SSn at a distorted geometry, with wB97M-V/def2-TZVPD.

```
82
Properties=species:S:1:pos:R:3:lowdin_charge:R:1
Sn -0.844 2.767 0.170 1.3932
C 0.416 0.910 3.217 -0.1609
C 1.564 1.344 2.470 -0.1665
C -0.054 3.007 2.365 -0.5820
C -0.585 1.892 3.136 -0.2354
C 1.291 2.598 1.904 -0.3253
C 0.357 -0.337 4.011 -0.0413
H 1.304 -0.893 3.964 0.0716
H -0.434 -1.007 3.640 0.0034
H 0.143 -0.151 5.076 0.1021
C -1.855 1.868 3.876 -0.0402
H -2.190 0.836 4.080 0.0401
H -2.659 2.368 3.319 0.0869
H -1.781 2.370 4.857 0.1097
C -0.341 4.433 2.693 -0.0816
H 0.189 4.714 3.629 0.1202
H -1.408 4.629 2.873 0.0891
H 0.013 5.137 1.923 0.0780
C 2.230 3.419 1.116 -0.0775
H 2.871 4.020 1.778 0.1051
H 1.720 4.113 0.437 0.0549
H 2.906 2.797 0.511 0.0891
C 2.855 0.642 2.402 -0.0120
H 3.695 1.304 2.674 0.1108
H 3.053 0.259 1.389 0.0624
H 2.887 -0.208 3.092 0.0764
C 0.158 -2.156 0.613 -0.0876
C 1.205 -2.543 1.354 -0.0982
C 2.660 -2.643 1.014 -0.1781
C 3.057 -2.388 -0.457 -0.1752
C 3.006 -0.911 -0.784 -0.1018
C 2.053 -0.075 -1.201 -0.1199
C 0.562 -0.189 -1.037 -0.2397
C 0.139 -1.654 -0.802 -0.1874
H 2.984 -3.663 1.310 0.1301
H 2.549 -3.056 -1.158 0.1123
H 3.255 -1.948 1.638 0.1020
H 0.835 -2.263 -1.410 0.0928
H -0.841 -2.256 1.085 0.0817
H 1.003 -2.846 2.381 0.1053
H -0.891 -1.771 -1.184 0.1046
H 0.134 0.496 -0.291 -0.0091
H 2.401 0.869 -1.618 0.1012
H 0.098 0.202 -1.958 0.0346
H 4.127 -2.650 -0.525 0.1199
H 3.982 -0.458 -0.609 0.1149
P -0.819 -0.058 -4.452 0.9419
P -0.751 2.707 -5.676 0.9345
C -0.935 -0.026 -6.336 -0.4038
C -1.379 1.355 -6.824 -0.4267
H -1.654 -0.804 -6.649 0.0941
H 0.053 -0.301 -6.750 0.0845
H -1.011 1.539 -7.850 0.0989
H -2.481 1.426 -6.829 0.0898
C -1.430 4.057 -6.717 -0.2693
H -1.068 5.018 -6.335 0.0503
H -2.526 4.038 -6.635 0.0545
H -1.152 3.960 -7.776 0.0706
C 0.989 2.685 -6.322 -0.2593
H 1.021 2.632 -7.422 0.0688
H 1.542 1.832 -5.898 0.0382
H 1.477 3.614 -5.992 0.0512
C -2.346 -1.070 -4.210 -0.2454
H -2.408 -1.404 -3.167 0.0363
H -2.351 -1.939 -4.884 0.0651
H -3.218 -0.440 -4.433 0.0560
C 0.507 -1.341 -4.474 -0.2335
H 1.321 -0.973 -5.111 0.0516
H 0.128 -2.284 -4.891 0.0773
H 0.904 -1.508 -3.469 0.0151
S -2.718 -1.943 3.507 0.7625
C -2.631 -2.847 4.902 -0.7447
C -2.302 -2.273 6.165 -0.0936
C -2.132 -3.095 7.279 -0.0652
C -2.396 -4.466 7.197 -0.0484
C -2.739 -5.044 5.966 -0.0640
C -2.904 -4.246 4.837 -0.1020
H -2.174 -1.198 6.223 0.0966
H -1.791 -2.658 8.215 0.1118
H -2.345 -5.092 8.093 0.1189
H -2.882 -6.124 5.875 0.1157
H -3.221 -4.659 3.882 0.0991
```

Properties
Relative energy (zero: lowest compared OMol25 entry of this formula, charge and spin) ... 0.0 kJ/mol
Charge ... +2
Highest occupied orbital energy (spin up / spin down) ... -0.454 / -0.441 Eh

***

Computed, not measured: a molecular structure, C30H48P2ScSe at a distorted geometry, with wB97M-V/def2-TZVPD.

```
82
Properties=species:S:1:pos:R:3:lowdin_charge:R:1
Sc 0.253 -0.784 0.509 0.6527
C -0.391 -2.924 1.670 -0.2677
C 0.993 -2.969 1.285 -0.2936
C 0.719 -1.280 2.862 -0.2769
C -0.551 -1.897 2.652 -0.2759
C 1.679 -1.951 2.030 -0.3042
C -1.493 -3.820 1.233 -0.0290
H -1.142 -4.527 0.486 0.0734
H -2.325 -3.253 0.789 0.0868
H -1.912 -4.391 2.076 0.1014
C -1.777 -1.643 3.455 -0.0449
H -2.451 -2.504 3.391 0.0843
H -2.316 -0.753 3.079 0.0162
H -1.520 -1.450 4.507 0.0900
C 1.058 -0.215 3.846 -0.0087
H 0.509 -0.379 4.779 0.0920
H 0.752 0.774 3.470 0.0648
H 2.137 -0.177 4.070 0.0923
C 3.150 -1.726 2.013 -0.0345
H 3.622 -2.263 2.846 0.1042
H 3.401 -0.668 2.127 0.0669
H 3.595 -2.084 1.079 0.0811
C 1.634 -4.042 0.477 -0.0272
H 2.176 -4.760 1.115 0.1058
H 2.363 -3.611 -0.215 0.0753
H 0.891 -4.596 -0.105 0.0761
C -1.551 0.352 -4.207 -0.1373
C -1.745 -0.958 -3.987 -0.1496
C -0.870 -2.034 -4.530 -0.1682
C 0.648 -1.745 -4.451 -0.1648
C 1.155 -0.893 -3.317 -0.1161
C 1.293 0.441 -3.400 -0.1410
C 0.756 1.378 -4.447 -0.1645
C -0.546 0.923 -5.151 -0.1618
H -1.146 -2.210 -5.587 0.1318
H 0.950 -1.328 -5.428 0.1171
H -1.099 -2.980 -4.016 0.1147
H -0.291 0.227 -5.949 0.1078
H -2.231 1.094 -3.770 0.0940
H -2.626 -1.293 -3.434 0.0989
H -0.990 1.810 -5.624 0.1249
H 0.580 2.362 -3.969 0.1103
H 1.990 0.960 -2.743 0.0525
H 1.546 1.570 -5.196 0.1325
H 1.160 -2.718 -4.408 0.1188
H 1.571 -1.449 -2.465 0.1044
P -1.957 0.559 -0.751 0.5537
P 1.656 1.363 -0.094 0.8620
C -0.900 1.845 -1.529 -0.3906
C 0.334 2.496 -0.850 -0.3520
H -1.619 2.629 -1.818 0.1120
H -0.576 1.340 -2.443 0.0111
H 0.841 3.140 -1.590 0.0943
H -0.020 3.128 -0.020 0.0516
C 2.433 2.536 1.041 -0.2421
H 3.120 1.974 1.686 0.0534
H 1.700 3.040 1.670 0.0401
H 3.001 3.268 0.450 0.0690
C 3.262 0.933 -0.908 -0.2630
H 3.709 1.827 -1.359 0.0658
H 3.157 0.146 -1.661 0.0194
H 3.925 0.534 -0.131 0.0522
C -3.611 0.328 -1.425 -0.2072
H -3.848 -0.752 -1.416 0.0652
H -3.634 0.663 -2.468 0.0412
H -4.358 0.854 -0.811 0.0653
C -1.268 -1.093 -1.229 -0.3087
H -0.625 -1.870 -0.689 0.0451
H -0.717 -0.883 -2.155 0.0055
H -2.132 -1.742 -1.461 0.0729
Se -1.629 1.066 1.430 0.6634
C -1.284 2.314 3.267 -0.4191
C -0.853 3.591 2.976 -0.1855
C -0.672 4.524 4.018 -0.0923
C -0.915 4.132 5.337 -0.1014
C -1.333 2.825 5.625 -0.0832
C -1.545 1.919 4.573 -0.1470
H -0.680 3.901 1.947 0.0646
H -0.354 5.545 3.775 0.1009
H -0.799 4.857 6.138 0.0983
H -1.502 2.526 6.662 0.1014
H -1.916 0.913 4.768 0.0783
```

Properties
Charge ... +1
Highest occupied orbital energy (spin up / spin down) ... -0.314 / -0.314 Eh

***

no.,total energy (eV)
1,-86076.80061
2,-57547.02847
3,-132358.59576
4,-67112.87259
5,-136504.10741